# 1
DFT (ωB97M-V/def2-TZVPD) results for 10 unconnected molecules or ions with the total composition C38H66N2O43PS11 in a non-equilibrium geometry.

Computed properties:
Total charge: +1
ΔE to the lowest compared entry with this formula, charge and spin: 0.000 eV
2S+1: 1
Lowest unoccupied orbital energy: -3.62 eV
Orbital gap: 7.88 eV

```
161
Properties=species:S:1:pos:R:3:forces:R:3:lowdin_charge:R:1
C 2.0819 0.5419 4.3804 0.1 0.0 0.5 0.0206
C 1.9182 -0.4424 3.2601 0.3 -0.6 0.2 -0.4227
O 2.1763 -1.6023 3.4350 -0.1 -0.1 -0.1 0.1292
N 1.5115 -0.0610 1.9072 -0.3 1.0 0.8 -0.0283
C 2.5356 0.8124 1.2941 0.6 -0.2 0.3 -0.0361
C 0.1497 0.4075 1.7812 -1.1 0.0 -1.2 -0.3294
S -0.1014 2.2390 1.8695 1.1 2.4 -0.3 0.7101
C -1.8077 2.6525 2.1629 0.2 -0.2 0.0 -0.0921
O 0.2892 2.8682 0.6256 -0.4 -0.9 -0.7 -0.3074
O 0.6578 2.7837 2.9652 -0.2 -0.9 0.9 -0.2848
C -0.2184 -0.1978 0.3875 0.3 -0.1 -0.1 -0.1010
C -0.0894 0.4005 -0.9556 -1.0 0.2 -0.1 -0.0385
C -1.4385 1.1277 -1.2815 -0.4 0.5 -0.5 -0.3342
C -1.6564 1.1950 -2.8036 0.2 0.5 0.2 0.0040
O -2.4832 0.4647 -0.5766 0.4 0.1 0.0 -0.1535
C -3.7565 1.1016 -0.6287 -0.5 -0.7 0.9 -0.1349
C -4.6426 0.3281 0.3184 -0.1 -0.1 0.0 -0.2032
C -4.9634 -0.9990 0.0619 0.0 -0.3 -0.5 -0.0434
C -5.7883 -1.7151 0.9024 -0.4 -0.4 0.4 -0.0648
C -6.3288 -1.1363 2.0398 0.4 0.3 -0.3 -0.0561
C -5.9934 0.1767 2.3131 -0.5 -0.4 0.5 -0.0741
C -5.1652 0.8946 1.4684 0.1 0.4 0.3 -0.0521
N -0.6654 -1.4020 0.5771 -1.2 0.0 0.6 -0.0370
P -1.1074 -2.6008 -0.6036 2.3 -1.4 -1.9 0.2087
O -2.4143 -2.1764 -1.3647 -0.3 0.4 0.6 -0.1470
O -1.4919 -3.8740 0.2493 -0.5 0.5 0.7 -0.1500
S 0.3871 -2.9818 -1.7378 -0.2 0.2 0.0 0.5070
C -0.7608 -1.7396 2.0422 -0.6 0.4 -0.6 -0.0200
C -0.9566 -0.3200 2.5787 0.7 -0.4 0.5 -0.2198
C -1.1369 -0.1186 4.0884 -0.4 -0.1 -0.2 -0.0716
C -2.6198 -0.3177 4.3756 0.0 -0.2 0.0 -0.2421
O -3.0644 -1.3447 4.8116 0.0 0.0 0.0 0.0901
H 2.9551 1.1776 4.2489 -0.1 0.2 -0.3 0.1034
H 1.2173 1.1686 4.5591 0.0 0.2 -0.3 0.0596
H 2.2602 -0.0369 5.2816 0.0 -0.2 0.0 0.0992
H 2.2371 1.1583 0.3170 -0.1 0.0 0.0 0.0652
H 3.4567 0.2498 1.1798 -0.1 -0.3 -0.1 0.1027
H 2.7873 1.6578 1.9318 -0.2 0.3 -0.1 0.0938
H -1.9352 2.7532 3.2345 -0.2 -0.2 0.1 0.0576
H -2.5032 1.9670 1.6996 -0.2 -0.2 0.0 0.0433
H -1.9083 3.6348 1.7078 0.1 0.1 -0.1 0.0944
H 0.7190 1.1165 -1.0400 0.0 0.1 0.1 0.1205
H 0.0187 -0.3631 -1.7196 0.2 -0.3 0.2 0.0680
H -1.4224 2.1615 -0.9385 0.3 0.0 0.4 0.1234
H -0.8408 0.7295 -3.3494 -0.1 -0.3 -0.1 0.0877
H -1.6560 2.2402 -3.1075 -0.1 0.1 -0.1 0.0882
H -2.6194 0.7913 -3.1006 0.1 -0.3 0.0 0.0839
H -3.6986 2.1268 -0.2541 0.2 0.2 -0.4 0.1263
H -4.2111 1.0509 -1.6174 0.3 0.3 -0.2 0.1326
H -4.6012 -1.5053 -0.8220 0.1 0.2 -0.1 0.0986
H -6.0485 -2.7423 0.6891 0.1 -0.1 -0.2 0.1093
H -6.9951 -1.6831 2.6862 -0.1 -0.1 0.1 0.1143
H -6.4301 0.5975 3.2051 0.1 0.4 0.0 0.0997
H -4.9461 1.9181 1.7450 0.1 0.2 -0.1 0.1049
H -2.4277 -2.6947 -2.1866 0.0 0.1 -0.1 0.1083
H -0.8380 -4.5586 0.0367 0.0 -0.1 0.1 0.0857
H -1.6439 -2.3391 2.2349 0.1 -0.3 0.0 0.1399
H 0.1784 -2.2398 2.2618 -0.1 0.0 0.5 0.1348
H -1.9070 -0.0317 2.1215 0.1 0.3 -0.2 0.1342
H -0.9320 0.9205 4.3426 0.3 0.0 0.2 0.1075
H -0.5803 -0.8281 4.6950 0.3 0.1 0.0 0.1363
H -3.2642 0.5495 4.1462 0.1 -0.3 -0.1 0.0912
C 5.2002 -3.0604 -2.2510 0.3 -0.4 0.2 -0.1525
C 5.5883 -2.9653 -3.7064 -0.2 0.3 -0.2 -0.1706
O 4.6481 -3.8221 -4.3841 0.0 -0.2 0.4 -0.1789
S 3.2459 -3.7845 -3.6256 0.4 0.1 0.0 0.5456
O 2.3994 -2.8528 -4.2890 -0.2 0.0 0.1 -0.2615
O 2.8252 -5.1040 -3.3427 -0.8 0.7 0.2 -0.2368
O 3.7674 -3.1017 -2.2658 -0.1 0.2 -0.2 -0.2224
H 5.5672 -3.9822 -1.7940 0.0 0.0 0.0 0.1376
H 5.5496 -2.2071 -1.6757 -0.2 0.1 0.0 0.1338
H 6.6031 -3.2974 -3.8911 -0.1 -0.2 -0.2 0.1291
H 5.4632 -1.9530 -4.0806 0.0 0.0 0.0 0.1166
C -5.9171 2.3799 7.2634 0.2 -0.3 0.3 -0.1398
C -5.0861 3.5680 7.6970 -0.4 0.3 0.1 -0.1412
O -4.1243 3.7294 6.6344 0.1 -0.4 0.0 -0.1780
S -4.7895 3.3070 5.2533 -0.3 0.1 0.3 0.5932
O -5.2389 4.4602 4.5644 0.1 -0.1 -0.3 -0.2020
O -3.9274 2.3678 4.6093 0.0 0.5 0.0 -0.2639
O -6.0473 2.5387 5.8393 0.0 0.2 0.0 -0.1775
H -5.4024 1.4374 7.4572 0.0 0.0 0.0 0.1376
H -6.8969 2.3589 7.7306 -0.1 0.1 -0.2 0.1422
H -4.5814 3.4050 8.6440 0.3 0.0 -0.1 0.1401
H -5.6841 4.4785 7.7558 0.0 0.0 0.0 0.1387
C 4.1441 -4.3012 3.2831 -0.3 0.1 0.4 -0.1760
C 5.4193 -3.4986 3.4098 0.1 0.2 -0.4 -0.1698
O 6.3807 -4.4353 3.9066 -0.2 -0.1 0.2 -0.1854
S 6.0572 -5.8976 3.3306 -0.1 0.2 0.0 0.6015
O 6.8733 -6.1380 2.1974 0.0 -0.2 0.0 -0.2161
O 5.9996 -6.8012 4.4181 0.1 -0.1 0.0 -0.2089
O 4.5699 -5.5875 2.8189 0.2 0.2 -0.1 -0.1852
H 3.6562 -4.4295 4.2513 0.0 0.0 0.0 0.1355
H 3.4433 -3.8591 2.5811 0.0 -0.2 -0.1 0.1192
H 5.3199 -2.6585 4.0911 0.1 -0.1 0.2 0.1325
H 5.7630 -3.1389 2.4368 0.0 0.0 0.0 0.1321
C 9.5459 -1.5638 -6.5447 0.3 0.3 -0.3 -0.1467
C 10.3950 -1.3439 -5.3115 0.0 -0.5 0.1 -0.1470
O 9.7492 -0.2585 -4.6282 -0.2 0.2 -0.2 -0.1781
S 8.1754 -0.3293 -4.8728 0.4 -0.3 -0.3 0.6064
O 7.5589 -0.9700 -3.7631 0.0 0.3 0.1 -0.2265
O 7.7321 0.9355 -5.3287 -0.2 -0.2 -0.1 -0.2072
O 8.1966 -1.3611 -6.0910 0.1 -0.1 0.3 -0.1789
H 9.7616 -0.8250 -7.3179 0.0 0.0 0.0 0.1381
H 9.6585 -2.5622 -6.9570 -0.2 -0.1 0.1 0.1380
H 11.4224 -1.0846 -5.5477 0.0 0.3 0.1 0.1412
H 10.3822 -2.2165 -4.6554 0.0 0.0 0.0 0.1355
C 2.6096 4.4417 -1.4154 -0.2 0.2 0.5 -0.1504
C 3.8908 5.2464 -1.3822 0.0 0.2 -0.5 -0.1444
O 4.8727 4.3235 -0.8789 -0.2 -0.1 0.2 -0.1826
S 4.5265 2.8473 -1.3721 -0.2 0.6 -0.1 0.6021
O 5.3058 2.5517 -2.5185 0.1 -0.3 0.0 -0.2011
O 4.5017 1.9932 -0.2391 0.3 -0.1 -0.1 -0.2231
O 3.0228 3.1279 -1.8373 0.2 0.1 -0.1 -0.1903
H 2.1602 4.3565 -0.4248 0.0 0.0 0.0 0.1176
H 1.8794 4.8474 -2.1097 0.0 -0.2 -0.2 0.1401
H 3.8231 6.1164 -0.7365 0.2 -0.1 0.2 0.1408
H 4.1970 5.5588 -2.3822 0.0 0.0 0.0 0.1370
C -8.7352 3.8347 1.6051 0.4 -0.2 -0.1 -0.1532
C -9.4794 3.1795 0.4616 -0.4 0.6 0.0 -0.1620
O -9.7704 1.8529 0.9450 0.4 0.0 0.1 -0.1817
S -10.0135 1.9007 2.5173 0.1 0.2 -0.4 0.5885
O -11.4074 1.9480 2.7692 0.0 -0.1 0.3 -0.2119
O -9.1758 0.9287 3.1268 -0.1 -0.2 0.1 -0.2318
O -9.3970 3.3523 2.7845 -0.2 0.0 -0.1 -0.1860
H -7.6900 3.5175 1.6462 0.0 0.0 0.0 0.1220
H -8.7809 4.9193 1.5658 -0.2 0.0 0.2 0.1366
H -8.8879 3.1292 -0.4486 0.0 -0.3 0.0 0.1394
H -10.4303 3.6791 0.2503 0.6 -0.1 0.2 0.0860
C 5.8505 -9.5024 -5.1711 0.2 0.2 -0.3 -0.1644
C 6.7211 -9.2429 -3.9602 -0.1 -0.4 0.2 -0.1649
O 6.1849 -8.0438 -3.3870 -0.1 0.1 -0.3 -0.1891
S 4.5979 -7.9918 -3.6319 0.2 -0.2 -0.1 0.6141
O 3.9385 -8.4694 -2.4717 -0.2 0.0 0.0 -0.2080
O 4.2736 -6.7413 -4.2079 0.6 -0.6 -0.3 -0.2287
O 4.5308 -9.1388 -4.7518 0.1 -0.1 0.3 -0.1823
H 6.1325 -8.8641 -6.0110 0.0 0.0 0.0 0.1332
H 5.8718 -10.5425 -5.4843 -0.2 0.0 0.1 0.1356
H 7.7674 -9.1042 -4.2166 0.0 0.2 0.1 0.1343
H 6.6303 -10.0445 -3.2243 0.0 0.0 0.0 0.1350
C 8.3283 4.1117 -2.6699 -0.3 0.2 -0.2 -0.1638
C 8.4118 3.0761 -3.7699 0.0 -0.1 0.4 -0.1910
O 9.3172 3.6501 -4.7239 -0.1 0.3 0.1 -0.1772
S 10.4134 4.5347 -3.9651 -0.4 -0.2 0.1 0.6011
O 11.5903 3.7652 -3.7863 0.2 0.1 0.0 -0.2185
O 10.4435 5.8179 -4.5641 0.1 0.0 -0.1 -0.2153
O 9.6588 4.6298 -2.5532 0.1 -0.2 -0.1 -0.1840
H 7.6639 4.9334 -2.9468 0.0 0.0 0.0 0.1333
H 8.0046 3.6868 -1.7242 0.2 0.0 0.1 0.1298
H 7.4513 2.8717 -4.2306 0.2 0.2 -0.1 0.1101
H 8.8441 2.1417 -3.4059 0.0 0.1 0.1 0.1211
C -15.4128 3.3679 0.3254 -0.4 0.2 -0.1 -0.1513
C -15.1517 2.4633 -0.8588 0.1 -0.4 0.2 -0.1533
O -14.2751 3.2292 -1.7018 -0.1 0.3 0.1 -0.1789
S -13.3368 4.1497 -0.7987 -0.4 -0.2 0.1 0.6151
O -12.0822 3.4987 -0.6222 -0.4 0.2 -0.2 -0.2358
O -13.4132 5.4811 -1.2712 0.2 0.1 -0.1 -0.2020
O -14.1544 4.0169 0.5626 0.1 -0.2 -0.1 -0.1773
H -16.1546 4.1331 0.0908 0.0 0.0 0.0 0.1359
H -15.7257 2.8193 1.2090 0.2 0.0 0.1 0.1384
H -16.0577 2.1993 -1.3957 0.1 0.2 -0.2 0.1374
H -14.6281 1.5536 -0.5588 0.0 0.0 0.0 0.1360
```
Forces are in eV/Å.

---

# 2
DFT (ωB97M-V/def2-TZVPD) results for 2 unconnected molecules or ions with the total composition CH5N4P in a non-equilibrium geometry.

Computed properties:
ΔE to the lowest compared entry with this formula, charge and spin: 3.978 eV
2S+1: 1
Lowest unoccupied orbital energy (alpha / beta): 0.77 / -1.08 eV
Orbital gap (alpha / beta): 9.10 / 5.17 eV

```
11
Properties=species:S:1:pos:R:3:forces:R:3:lowdin_charge:R:1
C 0.6515 -0.5133 0.9277 -2.2 3.3 1.8 -0.2911
N 1.1167 -1.3657 0.0792 -0.5 -3.4 3.0 -0.0495
N 1.6401 -0.8161 -0.8895 1.5 0.0 -4.2 -0.0499
N 0.8588 0.8247 0.4560 2.7 -3.6 -1.1 0.0518
N 1.4406 0.4621 -0.8103 -0.7 3.9 1.1 -0.0359
P -2.1537 -0.7829 -0.1769 0.7 -2.0 0.1 0.6158
H 0.1389 -0.6271 1.8776 0.4 -0.5 -0.4 0.0816
H 0.3460 1.6498 0.5200 -1.3 1.0 0.0 0.0957
H 1.5686 1.1729 -1.5144 0.3 -0.5 -0.1 0.1446
H -2.2093 0.4324 -0.7387 0.5 1.9 -1.0 -0.2874
H -3.3982 -0.4368 0.2694 -1.2 -0.1 0.8 -0.2757
```
Forces are in eV/Å.

---

# 3
DFT (ωB97M-V/def2-TZVPD) results for C6H12O in the gas phase.

Computed properties:
ΔE to the lowest compared entry with this formula, charge and spin: 1.065 eV
2S+1: 1
Lowest unoccupied orbital energy: 0.90 eV
Orbital gap: 9.49 eV

```
19
Properties=species:S:1:pos:R:3:forces:R:3:lowdin_charge:R:1
C 2.1435 -0.2439 -0.7391 0.2 0.4 0.1 0.0207
C 1.3032 0.4365 0.0438 0.2 0.2 -0.3 -0.4727
O 1.3396 0.3823 1.4030 0.2 -0.1 0.1 0.0408
C 0.1609 1.2953 -0.4390 0.1 0.1 -0.1 -0.1366
C -1.1927 1.0401 0.2490 0.1 -0.1 0.0 -0.2054
C -1.7184 -0.3740 -0.0387 0.0 0.0 -0.1 -0.2429
C -0.6864 -1.4732 0.2389 -0.2 -0.2 0.0 -0.1107
H 2.8620 -0.9481 -0.3241 0.0 0.2 0.0 0.0680
H 2.0778 -0.1634 -1.8165 0.0 0.0 0.1 0.0665
H 2.0922 -0.1672 1.6608 -0.1 0.1 0.1 0.1167
H 0.4724 2.3321 -0.2817 -0.2 0.1 -0.1 0.1208
H 0.0386 1.1362 -1.5172 0.1 0.1 0.1 0.1228
H -1.1045 1.2135 1.3280 0.1 -0.1 -0.1 0.1089
H -1.9152 1.7860 -0.1177 0.2 -0.2 0.1 0.1093
H -2.0207 -0.4223 -1.0935 0.1 0.0 0.1 0.1047
H -2.6298 -0.5552 0.5476 0.2 0.0 -0.1 0.1023
H 0.2578 -1.2817 -0.2692 -0.6 -0.2 0.2 0.0338
H -0.9967 -2.4413 -0.1474 -0.4 -0.1 0.2 0.0712
H -0.4835 -1.5516 1.3129 -0.1 -0.1 -0.2 0.0817
```
Forces are in eV/Å.